(1)
C18H30N2O5P2Ti as an isolated structure. Source: the Open Molecules 2025 dataset; level of theory: ωB97M-V/def2-TZVPD.

Summary:
* energy relative to the best compared isomer or geometry (same formula, charge and spin): 0.0 kcal/mol
* gap between HOMO and LUMO: 7.1 eV
* lowest unoccupied orbital energy: -6.9 eV
* E_HOMO: -13.9361 eV

```
! wB97M-V def2-TZVPD RIJCOSX def2/J DEFGRID3
* xyz 2 1
Ti -0.418 0.440 0.155
C -0.046 -1.466 3.887
C -0.661 -1.267 2.546
O -0.014 -0.454 1.731
C -1.798 -1.896 2.129
C -2.246 -1.886 0.784
C -3.318 -2.830 0.360
N -1.664 -1.105 -0.115
N -1.998 -1.341 -1.438
C -1.116 -0.787 -2.200
O -0.127 -0.082 -1.630
C -1.161 -0.879 -3.661
C -0.122 -0.355 -4.428
C -0.167 -0.449 -5.808
C -1.250 -1.061 -6.424
C -2.289 -1.582 -5.662
C -2.248 -1.496 -4.283
H -0.656 -2.115 4.509
H 0.093 -0.510 4.395
H 0.941 -1.917 3.767
H -2.306 -2.553 2.819
H -3.774 -3.307 1.222
H -2.890 -3.594 -0.293
H -4.072 -2.309 -0.230
H 0.723 0.115 -3.942
H 0.642 -0.051 -6.405
H -1.284 -1.136 -7.503
H -3.129 -2.060 -6.147
H -3.049 -1.904 -3.681
C 2.780 -0.986 -0.428
P 2.111 0.655 -0.076
C 2.968 1.257 1.399
C 2.611 1.729 -1.442
H 3.864 -0.930 -0.534
H 2.344 -1.366 -1.351
H 2.537 -1.667 0.388
H 4.047 1.242 1.237
H 2.729 0.618 2.249
H 2.663 2.279 1.624
H 3.694 1.687 -1.571
H 2.321 2.759 -1.236
H 2.128 1.398 -2.360
C -1.783 5.515 0.336
O -1.276 4.146 0.255
P -2.222 2.903 0.496
O -1.189 1.932 1.428
C -1.170 2.156 2.870
O -1.703 1.895 -0.747
C -2.128 2.270 -2.096
H -1.201 6.033 1.091
H -2.839 5.520 0.603
H -1.637 5.975 -0.636
H -0.327 1.598 3.261
H -2.105 1.805 3.301
H -1.028 3.218 3.057
H -2.172 1.371 -2.698
H -1.408 2.976 -2.500
H -3.121 2.715 -2.036
*
```

(2)
A 2-piece molecular cluster, C18H30N4O10 overall. Source: the Open Molecules 2025 dataset; level of theory: ωB97M-V/def2-TZVPD.

Summary:
* energy relative to the best compared isomer or geometry (same formula, charge and spin): 0.0 kcal/mol
* gap between HOMO and LUMO: 8.8 eV
* lowest unoccupied orbital energy: 0.3 eV
* E_HOMO: -8.4934 eV

```
! wB97M-V def2-TZVPD RIJCOSX def2/J DEFGRID3
* xyz 0 1
O -2.924 6.056 1.471
O 0.260 0.393 -0.923
O -3.112 1.718 2.789
O 2.017 1.669 -0.891
O -0.073 -5.097 1.805
O 1.929 -4.255 2.646
O -0.062 -4.679 -3.376
O 3.523 -0.282 -1.146
O 3.391 -0.586 -4.132
O 1.087 -1.735 -5.100
C -1.797 5.749 1.835
C 0.794 1.497 -0.684
C -3.153 2.843 2.297
C 0.204 -3.343 -0.477
C 0.991 -3.286 0.645
C 1.973 -2.143 -1.030
N 2.086 -2.508 0.300
N -4.100 3.722 2.647
N -1.338 4.501 1.811
N 0.842 -2.625 -1.491
C 2.619 -5.431 2.184
C -0.847 6.801 2.353
C 0.706 -3.919 1.978
C -5.175 3.451 3.597
C -0.664 -3.377 -3.356
C -0.053 2.667 -0.152
C 2.971 -1.386 -1.870
C 2.351 -0.937 -3.204
C 1.503 -2.083 -3.780
C 0.309 -2.307 -2.834
C -1.093 2.219 0.893
C -2.078 3.335 1.301
H -0.228 -5.495 2.677
H 0.541 -4.761 -4.137
H 2.855 0.483 -1.039
H 3.930 0.133 -3.743
H 1.819 -1.242 -5.524
H -0.746 -3.864 -0.554
H 2.815 -2.180 0.935
H -4.033 4.649 2.238
H -0.395 4.342 2.125
H 2.629 -5.486 1.090
H 3.656 -5.412 2.535
H 2.144 -6.336 2.575
H -1.339 7.772 2.314
H 0.044 6.816 1.728
H -0.578 6.566 3.381
H 0.156 -3.192 2.591
H -4.765 2.974 4.490
H -5.903 2.777 3.142
H -5.667 4.382 3.880
H -1.009 -3.109 -4.361
H -1.549 -3.399 -2.711
H 0.604 3.416 0.297
H -0.577 3.133 -0.990
H 3.788 -2.079 -2.097
H 1.702 -0.068 -3.025
H 2.115 -2.992 -3.828
H -0.242 -1.363 -2.755
H -1.676 1.395 0.479
H -0.565 1.861 1.779
H -2.613 3.637 0.401
*
```

(3)
A 2-piece molecular cluster, C18H30N6O6 overall. Source: the Open Molecules 2025 dataset; level of theory: ωB97M-V/def2-TZVPD.

Summary:
* energy relative to the best compared isomer or geometry (same formula, charge and spin): 0.0 kcal/mol
* SMILES string: N[C@@H](CCN[C@H](Cc1c[nH]cn1)C(=O)O)C(=O)O.CNC(=O)[C@@H]1CCCN1C(C)=O
* gap between HOMO and LUMO: 9.3 eV
* lowest unoccupied orbital energy: 0.6 eV
* E_HOMO: -8.6808 eV

```
! wB97M-V def2-TZVPD RIJCOSX def2/J DEFGRID3
* xyz 0 1
N -0.844 0.194 0.585
C 0.009 -0.073 -0.603
C -0.790 -0.986 -1.549
C -0.583 -2.462 -1.227
N 0.776 -2.866 -1.632
C 0.947 -4.299 -1.988
C 2.449 -4.608 -1.999
C 2.670 -6.086 -2.140
C 2.962 -6.754 -3.297
N 3.057 -8.080 -2.927
C 2.836 -8.165 -1.565
N 2.599 -6.972 -1.075
C 0.318 -4.637 -3.368
O 0.608 -3.931 -4.325
O -0.552 -5.671 -3.455
C 0.455 1.199 -1.368
O 1.289 1.080 -2.252
O -0.122 2.387 -1.060
H -0.312 0.691 1.313
H -1.654 0.752 0.318
H 0.924 -0.584 -0.281
H -0.494 -0.819 -2.589
H -1.855 -0.745 -1.475
H -0.737 -2.651 -0.159
H -1.331 -3.042 -1.777
H 1.112 -2.281 -2.403
H 0.467 -4.923 -1.225
H 2.903 -4.270 -1.063
H 2.936 -4.074 -2.821
H 3.081 -6.318 -4.284
H 3.262 -8.867 -3.539
H 2.851 -9.082 -0.983
H -0.831 -5.691 -4.382
H 0.301 3.028 -1.654
C 2.035 5.095 0.924
N 0.772 4.409 1.194
C -0.438 4.973 1.113
O -0.578 6.157 0.814
C -1.658 4.084 1.444
C -3.011 4.779 1.238
C -3.266 5.429 2.597
C -2.699 4.399 3.577
N -1.669 3.666 2.849
C -0.869 2.710 3.358
C -0.968 2.374 4.835
O -0.059 2.095 2.667
H 2.006 6.104 1.342
H 2.195 5.168 -0.153
H 2.863 4.546 1.373
H 0.804 3.435 1.480
H -1.618 3.207 0.800
H -3.778 4.025 1.052
H -3.002 5.508 0.426
H -4.329 5.604 2.767
H -2.704 6.362 2.673
H -3.488 3.708 3.878
H -2.286 4.903 4.453
H -0.263 1.576 5.063
H -1.977 2.039 5.067
H -0.721 3.254 5.425
*
```